Here is a molecular structure, C4H24O10 at a distorted geometry from the OMol25 dataset. Energies are from ωB97M-V with the def2-TZVPD basis set.

Each line ends with the natural charge from an NBO analysis.
Atoms and positions in Å:
O: 0.62928 -0.17135 -2.95973  -0.39
C: 0.93470 -0.89912 -2.06049  0.48
C: 1.48910 -0.36745 -0.72863  -0.56
C: 0.58261 0.51541 0.09198  0.10
C: 1.40710 1.26049 1.16986  -0.63
O: -0.04276 1.45117 -0.81555  -0.49
H: 0.85934 -1.98642 -2.11455  0.21
H: 2.35948 0.27410 -0.95227  0.28
H: 1.96919 -1.21189 -0.23090  0.30
H: -0.37373 0.06368 0.40509  0.21
H: 2.48293 1.33411 0.95413  0.24
H: 1.45975 0.53478 1.97700  0.30
H: 1.08310 2.28968 1.34278  0.26
H: -0.84428 1.86776 -0.42499  0.49
H: -2.34624 -1.44566 2.02875  0.50
H: -2.90265 -0.83084 0.74001  0.52
O: -2.34472 -0.61018 1.53170  -1.02
H: -1.50515 0.15248 -2.77596  0.48
H: -1.95406 1.32064 -2.11216  0.47
O: -2.35262 0.50603 -2.42343  -0.93
H: -1.96050 -1.89365 -0.58495  0.47
H: -2.67364 -1.02440 -1.57799  0.50
O: -2.84893 -1.60877 -0.81353  -0.95
H: 2.16757 -1.31352 2.16693  0.47
H: 3.64433 -0.93286 1.94684  0.48
O: 3.02895 -1.69513 1.94281  -0.94
H: -2.29261 1.38617 0.71545  0.52
H: -2.89461 2.40996 -0.17048  0.53
O: -2.01603 2.07775 0.08878  -0.93
H: 1.03819 2.61675 -1.61639  0.46
H: 2.05937 2.39616 -2.65393  0.46
O: 1.84533 3.04729 -1.96099  -0.92
H: -0.11576 -3.62259 0.55628  0.49
H: 0.53305 -2.57257 1.41426  0.49
O: 0.16737 -2.68883 0.53160  -0.98
H: -0.00004 -0.10277 3.25101  0.50
H: -0.48044 -0.10807 1.75799  0.50
O: 0.20798 -0.41833 2.36366  -0.98

Output
Charge: +1
Multiplicity: 2
HOMO level (spin up / spin down) in eV: -14.33 / -14.14
Relative energy (zero: lowest compared OMol25 entry of this formula, charge and spin) in kcal per mole: 0.0
Frontier orbital gap (spin up / spin down) in eV: 10.406 / 5.180